Record 1
A structure of composition C24H74CaN12O6P4 in a non-equilibrium geometry. Source: the OMol25 dataset; level of theory: ωB97M-V with the def2-TZVPD basis set.

energy above the lowest of the compared OMol25 structures with the same formula, charge and spin	403.7	kJ/mol
HOMO energy	-6.7	eV
orbital gap	7.49	eV
DFT total energy	-4110.56096	Eh

Geometry as XYZ:
```
121
C24H74CaN12O6P4 | the OMol25 dataset | ωB97M-V with the def2-TZVPD basis set
Ca 0.31 0.13 0.13
O -0.43 1.71 1.56
H -0.85 2.26 2.25
O 1.02 -1.48 -1.32
H 1.23 -1.79 -2.22
O -1.44 -1.52 1.01
P -2.35 -2.70 1.07
N -3.29 -2.90 -0.37
C -2.78 -2.48 -1.72
C -4.38 -3.87 -0.40
N -3.37 -2.66 2.44
C -3.10 -3.30 3.66
C -4.59 -1.82 2.42
N -1.74 -4.31 1.23
C -0.57 -4.64 0.33
C -2.46 -5.56 1.62
H -2.93 -1.40 -1.80
H -3.37 -2.86 -2.56
H -1.71 -2.65 -1.72
H -4.07 -4.90 -0.54
H -5.08 -3.66 -1.21
H -4.83 -3.87 0.60
H -3.79 -4.13 3.87
H -2.06 -3.60 3.72
H -3.23 -2.66 4.53
H -4.36 -0.78 2.66
H -5.04 -1.81 1.43
H -5.30 -2.13 3.20
H -0.07 -5.57 0.61
H -0.92 -4.62 -0.70
H 0.24 -3.93 0.49
H -3.01 -6.04 0.80
H -3.06 -5.48 2.52
H -1.78 -6.34 1.94
O -1.67 0.78 -1.02
P -2.72 1.46 -1.80
N -2.89 3.17 -1.56
C -2.46 3.71 -0.29
C -3.50 4.12 -2.52
N -4.38 1.02 -1.50
C -5.48 1.44 -2.37
C -4.80 0.10 -0.44
N -2.45 1.30 -3.47
C -2.69 0.08 -4.32
C -1.26 1.99 -4.10
H -2.12 4.74 -0.37
H -1.84 2.91 0.11
H -3.31 3.72 0.39
H -4.30 4.70 -2.06
H -3.80 3.54 -3.39
H -2.70 4.82 -2.78
H -4.99 1.73 -3.29
H -6.38 0.83 -2.44
H -5.85 2.37 -1.93
H -5.52 0.66 0.15
H -5.32 -0.76 -0.87
H -3.99 -0.32 0.15
H -1.93 -0.65 -4.05
H -3.67 -0.32 -4.04
H -2.79 0.27 -5.39
H -0.36 1.48 -3.76
H -1.23 3.00 -3.69
H -1.25 2.05 -5.18
O 1.84 -0.57 1.90
P 2.76 -0.74 3.05
N 2.54 -2.24 3.93
C 3.42 -2.66 4.96
C 1.25 -2.99 3.79
N 2.67 0.40 4.33
C 3.35 1.71 4.23
C 1.55 0.30 5.28
N 4.43 -0.76 2.56
C 5.44 -0.80 3.58
C 4.74 -1.40 1.29
H 3.95 -1.79 5.36
H 4.19 -3.28 4.50
H 3.01 -3.36 5.68
H 1.15 -3.77 4.55
H 1.29 -3.48 2.82
H 0.37 -2.38 3.95
H 3.70 2.04 5.21
H 4.26 1.62 3.64
H 2.71 2.50 3.83
H 1.82 -0.45 6.02
H 1.34 1.24 5.78
H 0.62 0.01 4.80
H 6.38 -0.47 3.12
H 5.18 -0.13 4.40
H 5.59 -1.81 3.97
H 5.82 -1.51 1.17
H 4.29 -0.82 0.49
H 4.30 -2.40 1.27
O 1.12 1.69 -1.36
P 2.28 2.25 -2.12
N 1.97 3.64 -2.98
C 2.76 4.12 -4.07
C 0.94 4.55 -2.62
N 3.02 1.14 -3.16
C 3.84 0.06 -2.69
C 2.26 0.84 -4.40
N 3.59 2.87 -1.23
C 4.85 3.30 -1.83
C 3.39 3.04 0.18
H 3.37 3.29 -4.45
H 3.40 4.92 -3.71
H 2.17 4.56 -4.87
H 1.42 5.49 -2.34
H 0.43 4.11 -1.77
H 0.22 4.76 -3.41
H 3.24 -0.66 -2.14
H 4.20 -0.66 -3.42
H 4.67 0.40 -2.07
H 1.45 0.18 -4.08
H 1.88 1.75 -4.86
H 2.84 0.43 -5.23
H 5.23 4.29 -1.55
H 5.64 2.55 -1.75
H 4.60 3.30 -2.89
H 3.71 2.10 0.64
H 2.35 3.28 0.37
H 4.00 3.82 0.63
```



Record 2
A cluster of 2 separate species, C5H8NO in total in a non-equilibrium geometry. Source: the OMol25 dataset; level of theory: ωB97M-V with the def2-TZVPD basis set.

net charge	+1
energy above the lowest of the compared OMol25 structures with the same formula, charge and spin	761.5	kJ/mol
HOMO energy (alpha / beta)	-12.4 / -15.1	eV
orbital gap (alpha / beta)	5.22 / 9.11	eV
DFT total energy	-324.74892	Eh

Geometry as XYZ:
```
15
C5H8NO | the OMol25 dataset | ωB97M-V with the def2-TZVPD basis set
C -2.41 -0.21 -0.42
C -2.14 1.28 1.18
C 0.84 -0.18 -0.09
C 1.26 -1.49 -0.01
C 1.59 0.78 -0.72
N -2.11 -1.29 -0.74
O -2.49 1.01 -0.04
H -2.32 2.34 1.26
H -2.08 0.45 1.87
H 2.33 -1.72 0.10
H 1.12 -2.18 -0.89
H 0.82 -1.98 0.88
H 1.77 1.34 0.17
H 1.14 1.43 -1.42
H 2.67 0.42 -1.12
```



Question: Which formula does entry 1 have?
Answer: C24H74CaN12O6P4